Entry 1:
{"formula": "C16H35IIn2O", "method": "ωB97M-V/def2-TZVPD", "species": ["C", "C", "C", "C", "C", "C", "In", "C", "C", "C", "I", "O", "C", "C", "C", "C", "C", "C", "C", "H", "H", "H", "H", "H", "H", "H", "H", "H", "H", "H", "H", "H", "H", "H", "H", "H", "H", "H", "H", "H", "H", "H", "H", "H", "H", "H", "H", "H", "H", "H", "H", "H", "H", "H", "In"], "positions_angstrom": [[-0.50895, 4.25986, 1.81524], [-0.08311, 3.80477, 0.41313], [-1.12395, 4.15393, -0.68217], [-1.91264, 2.92544, -1.16251], [-2.87848, 2.33797, -0.11015], [-3.09458, 0.83381, -0.38132], [-1.96271, -0.67154, 0.86496], [-1.53387, 0.04299, 2.97276], [-0.27499, 0.89567, 3.09316], [0.81099, 0.20236, 3.90852], [2.42039, 1.64333, 4.05064], [-0.24354, -1.28451, -0.09895], [0.09540, -2.62223, 0.24576], [0.70779, -3.36200, -0.93472], [0.64278, -4.88673, -0.69194], [2.19013, -2.97980, -1.18491], [2.42574, -2.79081, -2.71012], [3.91951, -2.93766, -3.03040], [1.87015, -1.42272, -3.08848], [-1.26012, 3.60784, 2.26543], [0.35989, 4.23423, 2.46890], [-0.93933, 5.26045, 1.80035], [0.19170, 2.75367, 0.34816], [0.81473, 4.37180, 0.17398], [-1.80806, 4.94009, -0.26213], [-0.59253, 4.58139, -1.53356], [-2.49317, 3.25797, -2.02571], [-1.22449, 2.16808, -1.53293], [-2.60538, 2.57749, 0.91506], [-3.85354, 2.80744, -0.28379], [-2.77170, 0.63576, -1.40231], [-4.15200, 0.59479, -0.27477], [-2.97782, -2.11907, 1.03715], [-1.39225, -0.88399, 3.53302], [-2.40562, 0.54699, 3.38368], [0.11523, 1.23954, 2.13719], [-0.57319, 1.79162, 3.65076], [0.51038, 0.02750, 4.93290], [1.23551, -0.67135, 3.42995], [-0.80999, -3.16411, 0.52513], [0.74936, -2.63312, 1.13278], [0.13966, -3.17987, -1.84485], [-0.30044, -5.20480, -0.24883], [1.43059, -5.17930, -0.00096], [0.81893, -5.36948, -1.64761], [2.46492, -2.05781, -0.66999], [2.81587, -3.81091, -0.87214], [1.89359, -3.61481, -3.19194], [4.08033, -3.23395, -4.06364], [4.40798, -1.97749, -2.86638], [4.35811, -3.68751, -2.37817], [2.02797, -1.16302, -4.13305], [0.81590, -1.33764, -2.82897], [2.39880, -0.67275, -2.49448], [-2.93587, 6.42221, -0.46673]], "forces_ev_per_angstrom": [[0.1, -0.8, -0.1], [-0.3, 1.3, -0.1], [0.8, -1.3, 0.2], [-0.5, 1.1, 0.4], [-0.1, -0.5, -1.0], [0.2, 1.9, 0.4], [-0.7, -1.3, -1.6], [1.1, 1.0, 2.4], [-0.3, -0.1, -0.3], [0.6, 0.6, -0.4], [-0.3, -0.3, 0.0], [-0.4, 0.2, 1.3], [-0.7, -0.3, -1.0], [1.2, -0.6, 0.5], [0.0, 0.6, 0.3], [-0.7, -0.1, -1.2], [0.4, 0.0, 0.9], [-0.5, 0.3, 0.0], [0.2, -0.1, -0.1], [-0.1, 0.0, 0.0], [-0.1, 0.2, 0.2], [0.2, 0.2, 0.1], [-0.1, -0.1, 0.1], [0.2, -0.1, 0.0], [1.2, -1.7, 0.0], [-0.2, 0.3, -0.1], [-0.1, -0.4, -0.2], [0.3, 0.1, 0.1], [0.2, -0.1, 0.1], [-0.1, 0.1, 0.2], [0.2, -0.5, 0.1], [0.2, -0.7, 0.4], [0.5, 0.2, 0.4], [-0.4, -0.6, -0.8], [-0.5, -0.1, -0.8], [0.1, 0.1, 0.0], [-0.1, 0.2, -0.3], [-0.1, -0.3, 0.0], [-0.1, -0.2, 0.1], [-0.1, 0.0, 0.3], [0.3, 0.2, -0.2], [-0.3, 0.4, 0.2], [-0.2, -0.1, -0.3], [0.1, -0.1, 0.0], [-0.1, -0.3, 0.0], [0.1, 0.0, 0.1], [0.2, 0.1, 0.4], [-0.1, 0.1, -0.2], [0.1, 0.0, -0.1], [0.3, -0.1, 0.1], [0.2, -0.1, -0.1], [-0.1, -0.1, -0.1], [-0.1, 0.0, -0.2], [0.0, 0.1, 0.0], [-1.2, 1.7, -0.2]], "spin_multiplicity": 1, "total_charge": 2, "de_lowest_kj_mol": 140.5, "mol_weight_g_mol": 599.995, "fmax_ev_per_a": 2.83, "e_homo_ha": -0.5384}


Entry 2:
{"formula": "C5H7BrIN2", "method": "ωB97M-V/def2-TZVPD", "species": ["C", "C", "C", "C", "C", "N", "N", "Br", "I", "H", "H", "H", "H", "H", "H", "H"], "positions_angstrom": [[-0.73667, -2.51036, 0.19376], [0.31989, -2.03631, 0.41959], [-0.68361, 1.12575, -1.43251], [0.23566, 1.13216, -2.35176], [0.12413, 0.84851, 0.71357], [-0.59708, 0.54376, -0.23414], [0.05217, 0.01464, 1.93209], [1.95200, 0.29580, -2.05877], [1.02675, 2.81166, 0.91754], [-1.73396, -2.89345, 0.21567], [1.38640, -1.93634, 0.22166], [-1.65194, 1.55290, -1.54771], [0.18116, 1.82813, -3.21736], [-0.86121, 0.23695, 2.35017], [0.82274, 0.02113, 2.59034], [0.16356, -1.03494, 1.28786]], "forces_ev_per_angstrom": [[-3.0, -1.4, 0.1], [4.2, -0.6, -1.2], [-1.0, 0.9, -0.4], [1.9, 1.0, -1.5], [0.3, 2.6, 0.8], [0.4, -2.3, 2.2], [-0.2, -0.3, -1.6], [-0.7, 0.4, -0.3], [0.0, -1.0, 0.1], [0.0, 0.0, -0.3], [-0.5, 0.0, 0.1], [-0.6, 0.6, -0.7], [0.0, -1.2, 0.5], [0.4, -0.6, 0.2], [0.1, 0.7, 0.1], [-1.3, 1.1, 1.8]], "spin_multiplicity": 1, "total_charge": 1, "de_lowest_kj_mol": 513.1, "mol_weight_g_mol": 301.933, "fmax_ev_per_a": 4.41, "e_homo_ha": -0.4639}


Entry 3:
{"formula": "C3H6NO3S2", "method": "ωB97M-V/def2-TZVPD", "species": ["C", "N", "C", "O", "S", "S", "C", "O", "O", "H", "H", "H", "H", "H", "H"], "positions_angstrom": [[0.52191, -1.42699, 1.09494], [0.42741, -0.19412, 0.37566], [1.64976, 0.38667, -0.22142], [1.49791, 1.47549, -0.74440], [3.14538, -0.39417, -0.03661], [-1.05709, 0.58224, 0.39833], [-1.22860, 0.81294, -1.38121], [-2.06765, -0.35298, 0.85857], [-1.03693, 1.77416, 1.10646], [-0.51883, -1.79324, 0.93256], [1.38116, -2.06077, 0.53954], [0.84447, -1.39274, 2.24412], [-1.73664, 1.81184, -1.55980], [-0.22860, 0.96879, -1.79878], [-1.59366, -0.19712, -1.80797]], "forces_ev_per_angstrom": [[1.1, -2.2, 0.3], [0.9, 0.3, 0.3], [-0.5, 0.7, 0.8], [-0.4, 0.6, -0.6], [0.1, -0.6, 0.1], [0.5, -3.1, -2.2], [-0.2, -0.1, -0.4], [0.5, -0.2, -0.6], [0.4, 3.5, 1.4], [1.1, -0.9, 0.9], [-2.2, 1.3, 1.3], [-0.8, 0.3, -2.4], [-0.2, -1.7, 0.0], [-0.1, 0.0, 0.4], [-0.1, 2.0, 0.6]], "spin_multiplicity": 1, "total_charge": -1, "de_lowest_kj_mol": 46.0, "smiles": "CN(C([O-])=S)S(C)(=O)=O", "mol_weight_g_mol": 168.219, "fmax_ev_per_a": 3.89, "e_homo_ha": -0.1410}